A molecular structure, C4H2CaFLiO4 in a non-equilibrium geometry, computed with ωB97M-V/def2-TZVPD.

Output
energy above the lowest of the compared OMol25 structures with the same formula, charge and spin = 347.9 kJ/mol

ORCA input file:
```
! wB97M-V def2-TZVPD RIJCOSX def2/J DEFGRID3
* xyz 2 1
O -0.163 -0.581 0.782
C 1.058 -2.634 -0.627
O 0.392 -2.555 -1.600
O -0.846 1.428 1.196
C -0.565 0.271 1.669
C -0.699 1.460 -0.281
O 2.059 -2.053 -0.312
C 0.293 0.377 -0.614
Ca -1.143 -0.151 3.930
H -0.345 2.466 -0.526
H -1.717 1.335 -0.666
F 1.549 0.955 -0.325
Li 0.126 -0.317 -2.624
*
```